A:
Density functional theory data (ωB97M-V/def2-TZVPD) for 2 unconnected molecules or ions with the total composition C5H10O2.

Computed properties:
- Kohn-Sham gap (spin up / spin down) (eV) = 6.914 / 3.659
- charge = +1
- 2S+1 = 2
- HOMO (spin up / spin down) (eV) = -13.43 / -13.43

Each line ends with the Mulliken charge.
Positions of all 17 atoms, in Å:
O: -1.2356 -0.4022 -2.0946  -0.517
C: -0.5742 -1.3253 -1.6117  0.126
C: -1.1186 -2.5523 -0.9967  -0.886
H: 0.5166 -1.2009 -1.5793  0.415
H: -2.0367 -2.3875 -0.3596  0.287
H: -0.3661 -3.0915 -0.3544  0.266
H: -1.4224 -3.2215 -1.8040  0.338
O: 2.0894 0.7778 2.2434  -0.055
C: 1.3644 1.5603 1.5553  0.180
C: 0.6601 1.1326 0.3300  0.046
C: -0.8402 1.0532 0.6158  -1.105
H: 1.1970 2.6090 1.9572  0.392
H: 1.0846 0.1373 0.0589  0.164
H: 0.9383 1.8488 -0.4814  0.293
H: -1.1284 0.0992 1.0764  0.318
H: -1.3711 1.1184 -0.3478  0.329
H: -1.1912 1.8721 1.2881  0.409

=====

B:
Density functional theory data (ωB97M-V/def2-TZVPD) for 2 unconnected molecules or ions with the total composition C5H10O2.

Computed properties:
- Kohn-Sham gap (spin up / spin down) (eV) = 9.508 / 7.383
- charge = +1
- 2S+1 = 2
- HOMO (spin up / spin down) (eV) = -14.44 / -15.08

Each line ends with the Mulliken charge.
Positions of all 17 atoms, in Å:
C: 2.0850 -0.6542 1.0853  -0.613
C: 1.0906 0.1097 0.5578  -0.793
C: -0.2465 -0.2668 0.2565  0.563
C: -1.2589 0.6855 0.0527  0.572
O: -1.0558 1.9624 0.2335  -0.380
C: -2.6317 0.4188 -0.3572  -1.152
H: 3.0190 -0.1821 1.3568  0.298
H: 1.9163 -1.6617 1.4474  0.298
H: 1.3827 1.1444 0.3994  0.186
H: -0.5117 -1.3132 0.2040  0.458
H: -0.2119 2.2624 0.6274  0.363
H: -3.2293 0.6731 0.5305  0.337
H: -2.7924 -0.5753 -0.7558  0.377
H: -2.9855 1.1866 -1.0488  0.386
H: 1.3480 -1.6465 -1.0845  0.304
H: 2.2361 -0.6607 -1.5935  0.374
O: 1.8460 -1.4824 -1.9115  -0.579

=====

Short version: B, A, most stable first.

=====

A:
Density functional theory data (ωB97M-V/def2-TZVPD) for 3 unconnected molecules or ions with the total composition C7H10N2O.

Computed properties:
- Kohn-Sham gap (eV) = 8.546
- 2S+1 = 1
- HOMO (eV) = -9.48

Each line ends with the Mulliken charge.
Positions of all 20 atoms, in Å:
C: 3.2471 -0.0538 -0.0854  0.517
C: 2.9679 1.3375 0.2432  -0.546
C: -3.5413 -0.7730 -0.1325  -0.145
C: -3.7042 0.6253 0.0389  -0.417
C: -2.5278 1.3588 0.0094  -0.316
C: -1.2692 0.7173 0.0428  -0.111
C: -1.2299 -0.7090 -0.0765  -0.179
H: 3.2492 -2.0030 0.9407  0.325
H: 3.0150 -0.8552 2.2368  0.305
H: 4.0303 1.8416 0.1453  0.274
H: 2.5556 1.2833 1.2927  0.248
H: 2.1081 1.6084 -0.3569  0.140
H: -4.4679 -1.4015 -0.0714  0.300
H: -4.6658 1.0852 0.1503  0.386
H: -2.4106 2.4645 -0.1009  0.300
H: -0.4105 1.3224 0.0192  0.272
H: -0.2833 -1.2125 -0.1482  0.407
N: 2.6880 -0.9975 0.6737  -0.688
N: -2.3825 -1.4049 -0.1231  -0.529
O: 3.9357 -0.2917 -1.0252  -0.542

=====

B:
Density functional theory data (ωB97M-V/def2-TZVPD) for a single C7H10N2O molecule.

Computed properties:
- Kohn-Sham gap (eV) = 8.698
- SMILES = C=C(O)c1cncn1CC
- 2S+1 = 1
- HOMO (eV) = -8.03

Each line ends with the Mulliken charge.
Positions of all 20 atoms, in Å:
C: 3.1350 0.1505 0.5541  -1.074
C: 1.8843 0.3779 0.0824  0.722
O: 1.5406 1.4571 -0.5816  -0.523
C: 0.9926 -0.7670 0.0557  0.337
C: 1.3322 -2.0688 0.0994  -0.389
N: 0.2277 -2.8054 -0.0361  -0.688
C: -0.7722 -2.0239 -0.1513  -0.015
N: -0.4485 -0.7542 -0.2022  0.025
C: -1.3684 0.3814 -0.3130  -0.238
C: -2.4113 0.3659 0.7511  -1.219
H: 3.9568 0.8530 0.5383  0.303
H: 3.2478 -0.8013 1.2020  0.168
H: 2.2615 1.8495 -1.0217  0.328
H: 2.3398 -2.5934 0.3301  0.275
H: -1.7974 -2.4652 -0.2581  0.341
H: -1.6528 0.3760 -1.3570  0.362
H: -0.6722 1.2708 -0.2179  0.212
H: -3.4602 -0.0392 0.5389  0.270
H: -2.0181 -0.2180 1.5443  0.402
H: -2.5061 1.3334 1.1079  0.401

=====

Short version: B, A, most stable first.

=====

A:
Density functional theory data (ωB97M-V/def2-TZVPD) for 2 unconnected molecules or ions with the total composition C2H2N2O3.

Computed properties:
- Kohn-Sham gap (spin up / spin down) (eV) = 7.375 / 4.983
- charge = -2
- 2S+1 = 1
- HOMO (spin up / spin down) (eV) = -0.15 / 2.27

Each line ends with the Mulliken charge.
Positions of all 9 atoms, in Å:
C: -1.9755 -0.1573 -0.0709  0.573
C: -0.6599 0.1691 0.2955  -0.804
N: 1.9258 -0.9552 -0.3394  -0.086
N: 2.9160 -0.3693 -0.3332  -0.399
O: 3.5238 0.7379 -0.1829  -0.377
O: -2.4853 0.1200 -1.2487  -0.790
O: -2.6916 -0.5260 0.9548  -0.763
H: 0.1020 0.6459 -0.3784  0.305
H: -0.6553 0.3349 1.3032  0.341

=====

B:
Density functional theory data (ωB97M-V/def2-TZVPD) for 2 unconnected molecules or ions with the total composition C2H2N2O3.

Computed properties:
- Kohn-Sham gap (spin up / spin down) (eV) = 5.448 / 6.123
- charge = -2
- 2S+1 = 1
- HOMO (spin up / spin down) (eV) = 1.93 / 1.16

Each line ends with the Mulliken charge.
Positions of all 9 atoms, in Å:
C: -0.0841 -1.7796 -0.4639  0.461
C: -0.0022 -0.3696 -0.0987  -0.704
N: -0.6481 1.1995 -1.7629  -0.031
N: -0.5960 2.3154 -1.5016  -0.188
O: -0.3145 3.1715 -0.6002  -0.530
O: -1.1785 -2.4290 -0.3555  -0.782
O: 0.9927 -2.3120 -0.9504  -0.785
H: -0.6355 -0.0933 0.6487  0.369
H: 1.0581 0.1831 -0.0302  0.189

=====

Short version: B, A, most stable first.

=====

A:
Density functional theory data (ωB97M-V/def2-TZVPD) for a molecular structure, C4H7N3O2.

Computed properties:
- Kohn-Sham gap (eV) = 10.040
- 2S+1 = 1
- HOMO (eV) = -9.62

Each line ends with the Mulliken charge.
Positions of all 16 atoms, in Å:
C: 1.4151 1.9508 -0.2051  -0.650
C: 1.5150 -0.4750 0.8220  -0.495
C: 1.2888 -1.5363 -0.3560  0.052
C: -0.0661 0.0502 -0.5145  -0.270
H: 0.6963 2.8666 0.1458  0.268
H: 1.5621 1.6876 -1.5989  0.278
H: 2.6645 1.9680 0.4354  0.247
H: 2.6869 -0.1019 0.8167  0.279
H: 1.2121 -1.0293 1.8177  0.262
H: 2.1127 -2.4501 -0.4306  0.269
H: -0.3222 0.8422 -1.1676  0.575
N: 0.7504 0.6754 0.3291  0.001
N: 0.2745 -1.3091 -0.9934  -0.569
N: -1.5430 0.0130 0.0951  0.951
O: -2.4332 0.4517 -0.5595  -0.615
O: -1.5547 -0.3737 1.2456  -0.584

=====

B:
Density functional theory data (ωB97M-V/def2-TZVPD) for 2 unconnected molecules or ions with the total composition C4H7N3O2.

Computed properties:
- Kohn-Sham gap (eV) = 9.486
- 2S+1 = 1
- HOMO (eV) = -8.77

Each line ends with the Mulliken charge.
Positions of all 16 atoms, in Å:
C: -2.5144 0.9813 -0.0573  0.790
C: -1.2030 -2.7812 0.0858  -0.199
C: 0.9894 -0.1349 0.0591  0.202
C: 0.8937 1.2980 0.6016  -1.287
N: -0.7260 -1.7046 0.0976  -0.011
N: -0.3504 -0.5934 -0.2096  -0.256
N: 1.7610 -0.2400 -1.1708  -0.675
O: -2.6480 0.6988 1.0438  -0.397
O: -2.4345 1.3070 -1.1500  -0.391
H: -1.7666 -3.4324 0.6945  0.289
H: 1.4853 -0.7793 0.8049  0.438
H: 1.8900 1.6793 0.8163  0.425
H: 0.3039 1.3217 1.5145  0.293
H: 0.4187 1.9372 -0.1402  0.297
H: 2.6520 0.2329 -1.0663  0.238
H: 1.2490 0.2096 -1.9238  0.243

=====

C:
Density functional theory data (ωB97M-V/def2-TZVPD) for 2 unconnected molecules or ions with the total composition C4H7N3O2.

Computed properties:
- Kohn-Sham gap (eV) = 8.988
- SMILES = Nc1ncc[nH]1.O=CO
- 2S+1 = 1
- HOMO (eV) = -8.49

Each line ends with the Mulliken charge.
Positions of all 16 atoms, in Å:
N: 0.4498 -0.4000 -1.2081  -0.619
C: -0.5323 -0.4729 -0.2413  0.348
N: -1.6947 0.1434 -0.3025  -0.598
C: -2.5138 -0.5341 0.5813  -0.305
C: -1.8103 -1.5120 1.2270  -0.277
N: -0.5242 -1.4214 0.7267  -0.024
H: 0.0900 -0.6164 -2.1316  0.266
H: 1.0502 0.5018 -1.5561  0.289
H: -3.5516 -0.2478 0.7327  0.388
H: -2.1087 -2.3080 1.9010  0.364
H: 0.2896 -1.9369 1.0374  0.211
O: 1.9797 1.7655 1.4371  -0.394
C: 2.1692 1.4839 0.2802  0.207
O: 1.5167 2.2737 -0.8226  -0.539
H: 3.0788 0.9685 -0.0795  0.336
H: 2.1118 2.3126 -1.5818  0.350

=====

Short version: C, B, A, most stable first.

=====

A:
Density functional theory data (ωB97M-V/def2-TZVPD) for a single C5H12 molecule.

Computed properties:
- Kohn-Sham gap (eV) = 12.098
- SMILES = CCC(C)C
- 2S+1 = 1
- HOMO (eV) = -10.86

Each line ends with the Mulliken charge.
Positions of all 17 atoms, in Å:
C: -1.6241 1.1668 -0.7225  -1.266
C: -0.0634 0.8296 -0.6241  -0.606
C: 0.2805 -0.5374 -0.0497  0.738
C: 1.8272 -0.7454 -0.0330  -1.406
C: -0.3047 -0.8046 1.3005  -1.383
H: -1.7944 2.0697 -1.2541  0.397
H: -2.1883 1.3165 0.1815  0.315
H: -2.0660 0.3160 -1.2397  0.317
H: 0.4322 0.9761 -1.5884  0.332
H: 0.4159 1.6104 0.0344  0.291
H: -0.0895 -1.2962 -0.7663  0.214
H: 2.2591 -0.1493 0.8317  0.303
H: 2.2618 -0.3544 -0.9938  0.355
H: 2.0700 -1.8199 0.0932  0.369
H: 0.0697 -1.7195 1.7136  0.440
H: -0.0442 0.0979 1.8908  0.311
H: -1.4417 -0.9562 1.2261  0.279

=====

B:
Density functional theory data (ωB97M-V/def2-TZVPD) for 2 unconnected molecules or ions with the total composition C5H12.

Computed properties:
- Kohn-Sham gap (eV) = 10.275
- SMILES = C=C(C)C.C
- 2S+1 = 1
- HOMO (eV) = -9.22

Each line ends with the Mulliken charge.
Positions of all 17 atoms, in Å:
C: -0.6843 -1.6087 0.5646  -0.810
C: 0.1227 -0.9299 -0.2503  0.571
C: -0.3486 -0.4222 -1.5916  -1.136
C: 1.5480 -0.6112 0.1313  -1.134
H: -1.7174 -1.8186 0.2960  0.281
H: -0.3475 -1.9545 1.5396  0.278
H: -0.0206 -1.0881 -2.3990  0.358
H: 0.0630 0.5722 -1.8049  0.282
H: -1.4407 -0.3504 -1.6303  0.313
H: 1.6902 -0.6630 1.2159  0.312
H: 2.2460 -1.3138 -0.3398  0.352
H: 1.8305 0.3961 -0.1988  0.281
C: -0.5894 1.9602 0.8939  -0.864
H: -1.5337 2.4878 0.7449  0.306
H: 0.0948 2.2021 0.0736  0.187
H: -0.1349 2.2554 1.8424  0.280
H: -0.7783 0.8866 0.9125  0.142

=====

Short version: A, B, most stable first.

=====

A:
Density functional theory data (ωB97M-V/def2-TZVPD) for a single C5H12 molecule.

Computed properties:
- Kohn-Sham gap (eV) = 11.827
- SMILES = CCC(C)C
- 2S+1 = 1
- HOMO (eV) = -10.61

Each line ends with the Mulliken charge.
Positions of all 17 atoms, in Å:
C: -1.9196 -0.7234 0.7504  -1.068
C: -0.3758 -0.3682 0.8879  -0.659
C: 0.2594 0.1772 -0.4086  0.691
C: 0.7166 1.6171 -0.1334  -1.724
C: 1.3841 -0.7376 -1.0528  -1.309
H: -2.0710 -0.8525 -0.3149  0.326
H: -2.5513 0.1039 1.0743  0.253
H: -2.0572 -1.5576 1.4283  0.331
H: 0.0236 -1.3613 1.1064  0.304
H: -0.1214 0.2615 1.7340  0.432
H: -0.4303 0.2646 -1.2558  0.231
H: 0.9847 2.1482 -1.0533  0.422
H: -0.1132 2.1545 0.3243  0.421
H: 1.6098 1.6691 0.4938  0.363
H: 2.0401 -0.0686 -1.5965  0.340
H: 1.7698 -1.3417 -0.2376  0.346
H: 0.8518 -1.3852 -1.7465  0.299

=====

B:
Density functional theory data (ωB97M-V/def2-TZVPD) for a single C5H12 molecule.

Computed properties:
- Kohn-Sham gap (eV) = 11.759
- SMILES = CCCCC
- 2S+1 = 1
- HOMO (eV) = -10.55

Each line ends with the Mulliken charge.
Positions of all 17 atoms, in Å:
C: -0.1501 -2.4682 0.0183  -1.044
C: 0.0205 -1.1440 0.6414  -0.603
C: 0.6014 -0.0180 -0.2850  -0.511
C: 0.4259 1.4081 0.1489  -0.575
C: -0.7843 2.2269 -0.4248  -1.045
H: 0.8587 -2.7067 -0.4857  0.285
H: -0.7078 -3.1227 0.7399  0.316
H: -0.8215 -2.0641 -0.7723  0.259
H: -0.9404 -0.7790 0.8806  0.375
H: 0.7280 -1.1241 1.4816  0.401
H: 1.6827 -0.3248 -0.2405  0.264
H: 0.2338 -0.3250 -1.3489  0.361
H: 0.3542 1.2803 1.1756  0.384
H: 1.3164 2.0783 -0.0500  0.289
H: -0.7086 2.1027 -1.6348  0.228
H: -1.8401 1.7563 -0.3520  0.257
H: -0.8363 3.1993 0.0140  0.360

=====

Short version: A, B, most stable first.